Here is C32H79Br2Cl2GaO15 as an isolated structure at a distorted geometry from the Open Molecules 2025 dataset. Energies are from ωB97M-V/def2-TZVPD.

Structure (XYZ):
```
131
Properties=species:S:1:pos:R:3:lowdin_charge:R:1
H -4.005 2.643 0.842 0.096
H -1.069 -7.792 -2.606 0.056
O -1.612 -1.281 -1.155 -0.097
H -1.893 -8.200 0.142 0.115
C 5.236 -2.755 1.337 -0.097
H -6.729 5.015 3.834 0.086
H -7.244 0.162 -4.209 0.076
C 4.207 -2.226 2.314 -0.316
H -0.774 -5.352 -4.444 0.116
H -1.642 -10.299 -1.200 0.078
H -3.960 -3.356 -2.357 0.066
H 0.683 4.292 -2.988 0.026
O 6.900 8.266 1.881 -0.121
H 7.848 7.757 -0.564 0.077
H 5.845 1.298 -3.692 0.105
H 6.174 -2.195 1.421 0.063
H -2.019 1.491 -0.646 0.054
C 2.027 0.942 -0.452 -0.485
C 3.283 5.445 -0.546 -0.649
C -1.096 -5.833 -3.516 -0.320
H 8.853 8.817 2.135 0.107
Cl 4.600 3.262 0.794 0.430
H -1.622 -0.416 2.001 0.072
H 1.161 -1.286 1.795 0.060
H -1.216 -7.816 -4.359 0.074
H 8.117 9.451 -0.174 0.073
H -0.623 -5.315 -2.676 0.111
H -8.470 1.024 -3.289 0.072
Br 0.321 1.973 -4.104 0.556
O -3.574 -8.475 -0.991 -0.097
C 4.486 7.137 5.629 -0.326
H -0.631 0.690 -1.637 0.059
H 5.515 -1.816 3.698 0.077
C 5.940 7.041 5.216 -0.093
H -3.646 -2.929 -0.657 0.074
C -7.421 2.254 -4.719 -0.324
H -5.490 2.916 -1.661 0.064
C 1.062 -11.031 1.982 -0.322
C -1.384 1.590 -1.651 -0.235
Br -0.282 3.561 0.378 0.607
C -5.985 2.518 -0.769 -0.095
O 0.569 -1.914 2.244 -0.106
C 0.677 3.217 -2.527 -0.675
H 4.273 8.966 4.992 0.086
H 0.668 -0.859 4.001 0.102
C -8.019 0.932 -4.282 -0.098
H -3.016 -11.011 -0.364 0.072
C 2.395 -11.738 2.120 -0.097
H 5.472 0.383 0.250 0.091
C 8.451 8.433 0.051 -0.099
H 0.034 -12.681 1.853 0.091
H 6.389 7.642 1.338 -0.007
H -8.194 3.026 -4.768 0.110
H -8.359 3.394 3.747 0.105
C 8.267 8.125 1.523 -0.330
H -5.749 1.984 -3.756 0.093
H 8.587 7.105 1.754 0.110
O 0.132 -11.874 1.318 -0.110
O 1.651 -0.392 -0.946 -0.323
H 0.656 -10.763 2.962 0.110
Ga 2.461 2.585 -1.701 0.299
C 5.171 1.543 -2.741 -0.188
H 2.285 7.314 -1.390 0.072
C -2.597 -1.699 -2.088 -0.320
H 1.154 5.811 -1.282 0.064
H 3.831 6.712 4.862 0.113
O -2.504 -5.686 -3.406 -0.104
H -2.779 -6.109 -2.574 0.076
C -8.709 4.889 2.223 -0.100
H -6.975 2.147 -1.050 0.065
H -0.925 -1.969 -1.125 0.097
H 6.587 7.480 5.982 0.071
H -7.739 2.965 2.141 0.106
C -2.192 -10.299 -0.254 -0.091
C -0.085 -1.212 3.291 -0.339
O 4.696 -2.338 3.642 -0.108
O -3.872 1.918 0.207 -0.105
H -8.214 5.287 1.331 0.077
C -0.633 3.075 -1.550 -0.743
H -6.107 3.354 -0.073 0.066
H 4.317 6.597 6.565 0.109
H 3.977 -1.175 2.111 0.110
H 2.788 -12.013 1.137 0.078
C -3.195 -3.021 -1.650 -0.100
C 3.617 1.814 -3.242 -0.290
H 0.354 -7.433 -3.613 0.073
H -1.393 0.494 3.514 0.061
H 6.233 5.999 5.060 0.077
H -1.528 -10.649 0.541 0.046
H -0.747 -1.912 3.809 0.095
H 3.279 -2.802 2.241 0.109
C -2.719 -8.912 0.055 -0.325
O -6.596 4.290 3.199 -0.086
H 3.545 2.575 -4.138 0.042
C 5.230 0.236 -1.733 -0.268
H 2.283 -12.666 2.690 0.069
H -0.223 0.636 2.181 0.056
O 2.134 1.105 0.890 -0.295
H 4.873 -2.680 0.308 0.074
C -0.879 -0.055 2.720 -0.093
C -7.877 3.789 2.847 -0.333
H -3.281 -8.906 0.993 0.107
H -8.831 5.725 2.920 0.069
H -1.447 3.849 -1.954 0.089
O 6.092 0.157 -0.512 -0.077
C -0.728 -7.302 -3.524 -0.094
O 4.128 8.496 5.831 -0.102
H 2.480 5.947 -2.737 0.084
H 1.173 -10.116 1.393 0.120
H 5.470 -3.802 1.554 0.064
O -6.436 2.673 -3.786 -0.101
H -9.699 4.518 1.942 0.070
H 3.124 -11.099 2.626 0.077
O 4.477 -0.847 -2.010 -0.034
H -2.132 -1.786 -3.074 0.114
H -6.956 2.167 -5.706 0.107
H -3.370 -0.927 -2.137 0.094
H 3.092 0.795 -3.575 0.063
C 2.247 6.142 -1.607 -0.152
H -2.420 -3.791 -1.578 0.055
H 9.500 8.333 -0.239 0.067
C 3.419 3.964 -0.500 -0.547
H -5.015 0.593 -0.852 0.105
H -8.784 0.598 -4.988 0.068
C -5.153 1.417 -0.145 -0.307
Cl 4.329 6.453 0.664 0.439
H 5.615 2.530 -2.243 0.103
H 6.117 7.599 4.290 0.054
H -5.635 1.022 0.755 0.103
H -2.151 1.575 -2.536 0.059
H -4.308 -9.110 -1.055 0.085
```

Properties
* Kohn-Sham gap: 3.8 eV
* electronic energy: -10388.1111 hartree
* LUMO energy: 2.89 eV
* net charge: -2